This record from the OMol25 dataset describes a cluster of 2 separate species, C5H9FN in total in a non-equilibrium geometry. The level of theory is ωB97M-V/def2-TZVPD.

Atoms and positions in Å:
C: 2.12 1.03 0.50
C: -1.31 1.51 -0.23
C: 0.27 -1.85 0.69
C: -0.92 0.08 -0.58
C: 0.21 -0.46 0.06
N: 1.22 0.35 0.36
F: 1.41 -0.91 -1.59
H: 3.01 1.64 0.43
H: -2.03 1.93 -0.80
H: -1.79 1.34 0.74
H: -0.51 2.25 0.02
H: -0.56 -2.43 0.34
H: 1.16 -2.36 0.40
H: 0.37 -1.75 1.85
H: -0.79 0.01 -1.68
H: -1.84 -0.39 -0.50

**Spin multiplicity**: 1
**Charge**: +1
**Orbital gap (alpha / beta)**: 8.59 / 8.59 eV
**HOMO level (alpha / beta)**: -15.6 / -15.6 eV
**LUMO energy (alpha / beta)**: -6.99 / -7.00 eV

This record from the OMol25 dataset describes an isolated molecule of C5H9FN2 in a non-equilibrium geometry. The level of theory is ωB97M-V/def2-TZVPD.

Atoms and positions in Å:
C: 1.18 0.45 1.92
C: 0.07 0.49 0.88
C: -1.17 0.76 1.19
C: 0.11 -0.54 -1.42
C: -1.36 -0.73 -1.61
H: 0.98 1.22 2.88
H: 1.34 -0.62 2.15
H: 2.14 0.75 1.47
H: -1.77 1.07 0.25
H: -1.49 0.78 2.23
H: 1.69 0.05 -0.44
H: 1.91 -0.67 -1.94
H: -1.52 -1.16 -2.59
H: -1.51 -1.55 -0.81
N: 0.62 0.30 -0.42
N: 1.03 -1.10 -2.27
F: -2.25 0.49 -1.49

**Spin multiplicity**: 1
**Structure (SMILES)**: [H]/N=C(/CF)NC(=C)C
**Charge**: 0
**Orbital gap**: 9.36 eV
**HOMO level**: -8.7 eV
**LUMO energy**: 0.70 eV

Table of E_tot (hartree), in record order: -350.0886; -405.1866
Table of ΔE to the lowest compared entry with this formula, charge and spin (kcal per mole), in record order: 97.7; 65.1